Record 1
Computed, not measured: C43H42Cl5IN5O4STi as an isolated structure at a distorted geometry, with the ωB97M-V functional and the def2-TZVPD basis.

Results
Multiplicity: 3
Total charge: +1
Gap between HOMO and LUMO (spin up / spin down) in eV: 5.65 / 8.14
M in g mol⁻¹: 1076.94

Positions of all 102 atoms, in Å:
Ti -0.78933 0.85942 0.73887
C 1.11710 -3.98751 1.51588
N -0.01618 -3.82952 0.60889
C -0.59180 -5.05546 0.04975
C -0.46764 -2.59699 0.30231
O 0.11417 -1.57681 0.64647
C -1.79433 -2.44355 -0.43461
O -2.54029 -1.38984 0.13640
C -3.28298 -1.72746 1.28270
C -2.51419 -1.43329 2.57052
O -1.46015 -0.81249 2.50140
N -3.07159 -1.81656 3.73130
C -2.42520 -1.51882 5.00732
C -4.35861 -2.50179 3.83519
H 0.85266 -4.69662 2.30021
H 1.99234 -4.36866 0.98746
H 1.35248 -3.02781 1.96397
H -1.39712 -5.45284 0.66932
H -0.95877 -4.89753 -0.96059
H 0.19428 -5.80347 -0.00639
H -1.59273 -2.15001 -1.46469
H -2.38366 -3.35849 -0.44553
H -4.17982 -1.10981 1.26972
H -3.58853 -2.77272 1.23941
H -1.48954 -1.00270 4.83204
H -3.07642 -0.88008 5.60832
H -2.24035 -2.44985 5.54878
H -4.86298 -2.57205 2.87859
H -4.22464 -3.50594 4.23759
H -5.00599 -1.94514 4.51206
C -2.07894 5.16035 0.97442
C -2.57614 5.35137 -0.32076
C -2.31306 4.40707 -1.27598
C -1.59322 3.26236 -0.92984
N -1.17693 3.03350 0.32889
C -1.39703 4.01200 1.24670
C -1.24000 2.21745 -1.86503
C -1.34165 2.33977 -3.24890
C -0.88929 1.33191 -4.06397
C -0.32938 0.18897 -3.47502
C -0.29481 0.09801 -2.12049
N -0.74116 1.09125 -1.28284
H -2.23210 5.89493 1.75577
H -3.15628 6.23240 -0.56398
H -2.67325 4.53257 -2.28830
H -1.00227 3.82787 2.23804
H -1.75816 3.24465 -3.67541
H -0.94475 1.42873 -5.14131
H 0.08478 -0.61181 -4.07517
H 0.14528 -0.75419 -1.63291
I 3.73596 4.70873 1.53841
C 2.75249 2.97251 2.07955
C 3.23938 2.14664 3.06807
C 2.55883 0.97900 3.32764
C 1.40350 0.69918 2.62169
N 0.89599 1.52729 1.70601
C 1.58112 2.62830 1.41807
H 4.13795 2.40314 3.61644
H 2.91946 0.27282 4.06799
H 0.85852 -0.22106 2.79092
H 1.18064 3.25255 0.63927
O 2.08735 0.07207 -0.52082
S 3.50361 -0.19991 -0.09433
C 4.61397 0.54076 -1.37145
C 3.86832 1.18243 -2.51358
C 3.13240 2.34881 -2.29771
C 2.44267 2.95570 -3.33557
C 2.47858 2.39883 -4.61076
C 3.19340 1.23113 -4.83224
C 3.87855 0.62234 -3.78447
C 3.81274 -1.95383 -0.38325
C 3.51605 -2.46814 -1.76273
C 2.19801 -2.65505 -2.17523
C 1.91550 -3.09960 -3.46119
C 2.95150 -3.37623 -4.34953
C 4.26900 -3.21547 -3.93932
C 4.54737 -2.75948 -2.65568
H 5.29062 -0.24390 -1.70869
H 5.17868 1.29139 -0.81666
H 3.11964 2.79609 -1.30636
H 1.88193 3.86590 -3.15311
H 1.95931 2.88215 -5.43002
H 3.22332 0.78949 -5.82233
H 4.43942 -0.28650 -3.96713
H 3.16058 -2.40208 0.36950
H 4.85696 -2.11837 -0.09446
H 1.39564 -2.44545 -1.47162
H 0.88606 -3.23865 -3.77170
H 2.73294 -3.73051 -5.35072
H 5.08248 -3.44556 -4.61868
H 5.58190 -2.65231 -2.33779
Cl -4.16850 1.05105 -0.60203
C -3.97691 1.41294 1.10861
C -2.70781 1.38478 1.71134
C -2.76070 1.72475 3.07547
Cl -1.25864 1.81774 4.00501
C -3.92319 2.01507 3.79127
Cl -3.86169 2.37986 5.47864
C -5.14887 1.99350 3.13999
Cl -6.60605 2.32377 3.99940
C -5.17124 1.70014 1.78494
Cl -6.68059 1.67654 0.95433

Atoms 1-3, force components in eV/Å:
-1.697 -1.182 0.342
-0.132 -0.020 -0.151
-0.084 -0.085 -0.117



Record 2
Computed, not measured: C43H42P2Pt as an isolated structure at a distorted geometry, with the ωB97M-V functional and the def2-TZVPD basis.

Results
Multiplicity: 5
Energy above the lowest of the compared OMol25 structures with the same formula, charge and spin in kcal/mol: 0.0
Total charge: +2
Gap between HOMO and LUMO (spin up / spin down) in eV: 7.02 / 5.36
M in g mol⁻¹: 815.83

Positions of all 88 atoms, in Å:
Pt 0.05357 0.07938 3.43665
C -2.15110 0.00792 4.37608
C -2.14363 -0.28961 3.00955
C -2.66430 0.67544 1.96766
C -1.61442 1.64386 1.35894
C -0.43082 1.94070 2.23588
C -0.59226 2.38121 3.57418
C -1.90794 2.57632 4.24190
C -2.54646 1.33017 4.91797
C 1.88203 -0.07029 2.64102
H -2.02946 -0.78552 5.11877
H -2.19894 -1.35799 2.76200
H -3.51633 1.27518 2.33804
H -3.07682 0.07885 1.14448
H -1.24707 1.19813 0.42757
H -2.14136 2.57379 1.09588
H 0.50648 2.19754 1.72509
H 0.24479 2.87778 4.07586
H -2.61037 3.02988 3.52699
H -1.75794 3.30097 5.05888
H -2.25587 1.37357 5.97720
H -3.64487 1.44837 4.89823
H 2.33397 -0.85914 3.26567
H 2.44808 0.84924 2.81527
H 1.94219 -0.33779 1.57877
P -0.44102 -1.42036 -3.62233
P 1.13875 0.45370 -3.91886
C -1.38716 -0.02213 -4.27165
C -0.48829 0.96510 -4.54704
C -0.63567 -2.72343 -4.87032
C -1.77368 -2.76995 -5.68893
C -1.95393 -3.82366 -6.59017
C -0.97439 -4.82519 -6.69634
C 0.19264 -4.75918 -5.91744
C 0.36775 -3.71490 -5.00490
C -1.16067 -1.95486 -2.07591
C -0.74124 -1.31975 -0.89260
C -1.25207 -1.74382 0.32078
C -2.28398 -2.69182 0.36540
C -2.70962 -3.30266 -0.81356
C -2.12856 -2.97067 -2.03358
C 2.20110 0.71308 -5.41452
C 2.06291 -0.13478 -6.54263
C 2.68864 0.19160 -7.75043
C 3.48889 1.34018 -7.84250
C 3.69341 2.14046 -6.70560
C 3.06066 1.82058 -5.50332
C 1.56608 1.78115 -2.76559
C 2.83805 1.76548 -2.16576
C 3.30620 2.91551 -1.53187
C 2.49691 4.06326 -1.47387
C 1.18962 4.03459 -1.97883
C 0.71211 2.87858 -2.58830
H -2.45530 -0.06034 -4.45541
H -0.63213 1.89622 -5.09005
H -2.52866 -1.98002 -5.61983
H -2.86047 -3.86955 -7.20000
H -1.12280 -5.65611 -7.38862
H 0.95884 -5.52929 -6.01659
H 1.26661 -3.66051 -4.38980
H 0.00073 -0.51898 -0.94639
H -0.81821 -1.34046 1.24232
H -2.73880 -2.94873 1.32663
H -3.49600 -4.06131 -0.76629
H -2.41684 -3.49345 -2.94391
H 1.45061 -1.03637 -6.47017
H 2.54879 -0.44725 -8.62529
H 3.95813 1.60323 -8.78793
H 4.34344 3.01806 -6.75982
H 3.23602 2.45202 -4.62894
H 3.46355 0.87596 -2.24365
H 4.30466 2.92857 -1.10301
H 2.88094 4.97800 -1.02559
H 0.54915 4.91327 -1.91646
H -0.29900 2.84830 -2.99006
C 0.58069 -0.31208 5.29218
C 0.68389 -0.44310 6.53113
C 0.60600 -0.48596 7.96329
C -0.53854 0.06244 8.59103
C -0.64236 0.18263 9.98182
C 0.38629 -0.27769 10.81053
C 1.50520 -0.87835 10.22110
C 1.61886 -0.99320 8.82792
H -1.34943 0.43159 7.95680
H -1.52418 0.65130 10.41176
H 0.30983 -0.16872 11.89542
H 2.30486 -1.24623 10.86701
H 2.51101 -1.45798 8.40096

Atoms 1-3, force components in eV/Å:
-0.890 -0.694 0.193
0.185 -0.535 -1.088
-1.045 -0.487 1.273



Record 3
Computed, not measured: C43H43AsBrIrN3OSSe2 as an isolated structure, with the ωB97M-V functional and the def2-TZVPD basis.

Results
Energy above the lowest of the compared OMol25 structures with the same formula, charge and spin in kcal/mol: 0.0
Total charge: +1
Gap between HOMO and LUMO in eV: 7.01
M in g mol⁻¹: 1154.87

Positions of all 96 atoms, in Å:
Ir 1.10520 0.94380 0.50138
C -6.99623 0.29157 0.64161
C -6.03290 1.46570 0.86689
C -6.25855 2.52516 -0.22017
C -6.34280 2.09121 2.22619
C -4.59456 0.96323 0.78381
C -3.71705 1.00949 1.84269
C -2.40221 0.57093 1.69005
Br -1.37683 0.63599 3.29886
C -1.88154 0.11306 0.47985
O -0.58944 -0.21828 0.28724
C -2.83929 -0.10790 -0.55944
C -4.12820 0.36133 -0.38936
C -2.50455 -1.00293 -1.75893
C -3.66477 -1.11948 -2.75581
C -2.23919 -2.41057 -1.20486
C -1.29205 -0.50779 -2.53937
H -8.02992 0.63842 0.69556
H -6.85348 -0.47832 1.40194
H -6.85000 -0.16797 -0.33664
H -7.28630 2.89091 -0.18009
H -6.08618 2.12193 -1.21894
H -5.58810 3.37555 -0.07956
H -7.37095 2.45530 2.23249
H -5.68948 2.94032 2.43832
H -6.24463 1.36719 3.03729
H -4.02189 1.37966 2.81048
H -4.83217 0.22749 -1.19604
H -4.55810 -1.54765 -2.29944
H -3.36261 -1.78226 -3.56793
H -3.92487 -0.15568 -3.19837
H -3.14248 -2.80676 -0.73703
H -1.45178 -2.38720 -0.45488
H -1.95066 -3.08890 -2.01268
H -1.44179 0.51709 -2.88324
H -1.14102 -1.14179 -3.41625
H -0.38827 -0.54475 -1.93459
Se 2.91792 2.51306 1.04142
Se 3.30745 1.83987 3.25949
C 2.37098 0.18188 3.25099
C 2.60265 -0.62045 4.36124
C 1.96069 -1.84002 4.45952
C 1.10765 -2.22339 3.43884
C 0.92710 -1.37416 2.37153
N 1.54668 -0.18148 2.26030
C 1.35836 3.58513 1.45804
C 1.30596 4.92848 1.72518
C 0.04070 5.48888 1.86969
C -1.07509 4.68319 1.71113
C -0.92085 3.33512 1.42665
N 0.28974 2.78834 1.32534
H 3.28339 -0.28547 5.13243
H 2.12826 -2.47618 5.31832
H 0.57397 -3.16223 3.46197
H 0.24701 -1.61020 1.56925
H 2.21048 5.51628 1.78587
H -0.06632 6.54444 2.07929
H -2.07369 5.08791 1.79346
H -1.77102 2.68755 1.26524
C 2.57444 -1.98959 -5.26495
C 1.79715 -0.89575 -4.92515
C 1.71239 -0.47509 -3.60301
C 2.40221 -1.16123 -2.61391
C 3.18911 -2.26304 -2.95788
C 3.27468 -2.67207 -4.27724
As 2.47922 -0.67377 -0.73153
C 4.29291 -0.00846 -0.58825
C 4.90424 0.55830 -1.70217
C 6.14250 1.17425 -1.57606
C 6.77885 1.22411 -0.34424
C 6.17070 0.66529 0.77092
C 4.92801 0.05984 0.65035
C 2.49309 -2.46004 0.02058
C 3.53194 -2.98514 0.77745
C 3.40768 -4.25115 1.33758
C 2.24886 -4.98902 1.14748
C 1.22005 -4.47404 0.36780
C 1.34654 -3.21703 -0.20072
H 2.63721 -2.31309 -6.29544
H 1.25007 -0.35642 -5.68727
H 1.10824 0.38189 -3.35690
H 3.74012 -2.80649 -2.20011
H 3.88811 -3.52547 -4.53383
H 4.42134 0.52498 -2.67004
H 6.60712 1.61873 -2.44598
H 7.74493 1.70203 -0.25229
H 6.65771 0.70387 1.73679
H 4.45583 -0.34953 1.53746
H 4.45412 -2.43872 0.91555
H 4.22529 -4.66257 1.91501
H 2.15463 -5.97324 1.58725
H 0.32358 -5.05449 0.19212
H 0.55523 -2.83254 -0.83263
S 0.48504 2.03379 -1.51787
C 1.64574 3.26225 -1.54315
N 2.44875 4.09496 -1.49197

Atoms 1-3, force components in eV/Å:
-0.395 0.107 -0.234
-0.006 0.003 0.001
0.001 -0.019 -0.015



Record 4
Computed, not measured: C43H43AsF6N7PdS3 as an isolated structure at a distorted geometry, with the ωB97M-V functional and the def2-TZVPD basis.

Results
Multiplicity: 2
Total charge: +2
Gap between HOMO and LUMO (spin up / spin down) in eV: 6.13 / 5.82
M in g mol⁻¹: 1049.40

Positions of all 104 atoms, in Å:
Pd -1.73263 -0.94583 0.49359
N -0.09623 -2.15165 0.07366
S 1.11954 -1.48835 0.61245
N 0.82679 -0.08183 1.40905
S 1.40953 1.32806 1.05242
N 1.00158 1.92796 -0.32340
S -0.61445 2.06680 -0.70295
N -1.48452 0.87205 -0.59727
C -0.51229 2.58020 -2.41950
C 0.65942 3.04555 -2.98401
C 0.65097 3.42546 -4.31671
C -0.51982 3.34443 -5.05569
C -1.68370 2.85746 -4.47880
C -1.68157 2.46401 -3.15209
C -1.15818 3.50280 0.25471
C -0.69408 4.76127 -0.08221
C -1.12080 5.85087 0.66096
C -1.98954 5.66470 1.72702
C -2.44436 4.39543 2.05432
C -2.03129 3.30199 1.30912
C 3.19605 1.36934 1.05108
C 3.83408 1.06259 2.24305
C 5.21757 1.07981 2.28664
C 5.94019 1.40385 1.14666
C 5.28641 1.73652 -0.03048
C 3.90249 1.72378 -0.08405
C 0.90739 2.38303 2.39443
C 0.04343 1.93133 3.37408
C -0.33040 2.81036 4.37847
C 0.15751 4.10843 4.38425
C 1.02954 4.54243 3.39535
C 1.40991 3.67561 2.38671
C 1.97431 -2.57589 1.75214
C 2.27410 -2.21923 3.05173
C 2.87612 -3.15975 3.87435
C 3.15887 -4.42693 3.38824
C 2.84100 -4.77215 2.08258
C 2.23513 -3.84432 1.25610
C 2.27271 -1.09773 -0.70827
C 1.73169 -0.61713 -1.88915
C 2.58207 -0.35009 -2.94796
C 3.94311 -0.58595 -2.81572
C 4.46824 -1.06403 -1.62534
C 3.62861 -1.31768 -0.55290
H 1.54967 3.10169 -2.37971
H 1.55722 3.79363 -4.77082
H -0.52344 3.66120 -6.08700
H -2.59262 2.79271 -5.05607
H -2.56355 2.07093 -2.67169
H -0.02221 4.87934 -0.91869
H -0.78164 6.84188 0.39943
H -2.32271 6.51885 2.29552
H -3.12828 4.25787 2.87851
H -2.39058 2.30671 1.52922
H 3.24718 0.83316 3.11942
H 5.72912 0.85258 3.20900
H 7.01907 1.40483 1.17971
H 5.85310 2.01139 -0.90558
H 3.36399 1.97794 -0.98191
H -0.32006 0.91365 3.34261
H -1.00158 2.47360 5.15224
H -0.14492 4.78970 5.16434
H 1.41602 5.54857 3.41354
H 2.08690 3.97980 1.60321
H 2.01606 -1.23301 3.40419
H 3.11037 -2.90588 4.89616
H 3.61565 -5.15939 4.03363
H 3.05191 -5.76098 1.70948
H 1.95656 -4.08125 0.24067
H 0.66052 -0.48603 -1.95879
H 2.18210 0.02148 -3.87770
H 4.59974 -0.40679 -3.65151
H 5.52600 -1.24861 -1.52883
H 4.01386 -1.69638 0.38255
F -3.39140 -2.36728 1.60745
As -3.39764 -1.27948 3.07177
F -3.34606 -2.60163 4.14824
F -5.09777 -1.15025 3.03854
F -3.14982 -0.10301 4.31839
F -3.32492 0.10702 1.84233
F -1.54538 -1.34387 2.87427
C -2.08434 -5.59589 -2.66243
C -1.87282 -5.39978 -1.16613
N -2.08134 -4.00573 -0.84294
C -2.84634 -3.17829 -1.57048
N -2.79505 -1.87963 -1.31897
C -3.70874 -0.97107 -1.96479
C -4.98910 -1.69428 -2.38502
C -4.57420 -2.86802 -3.25766
N -3.61066 -3.68924 -2.55553
C -3.46597 -5.06135 -3.00865
H -2.01746 -6.65060 -2.91904
H -1.31932 -5.05535 -3.22353
H -0.86087 -5.68313 -0.87066
H -2.57958 -6.02582 -0.60877
H -1.46658 -3.56015 -0.16853
H -3.20433 -0.53337 -2.83961
H -3.92363 -0.15036 -1.26822
H -5.64372 -1.01911 -2.93453
H -5.51713 -2.05672 -1.50131
H -4.13244 -2.50265 -4.19211
H -5.43973 -3.48691 -3.50627
H -3.62530 -5.08233 -4.09008
H -4.23635 -5.68248 -2.53752

Atoms 1-3, force components in eV/Å:
0.076 -0.514 -1.599
-2.675 0.742 -0.046
1.778 1.667 0.468



What is the formula in the third record?
C43H43AsBrIrN3OSSe2